#A
A 2-piece molecular cluster, C5H14 overall. Source: the Open Molecules 2025 dataset; level of theory: wB97M-V/def2-TZVPD.

Cartesian coordinates (Å):
C 1.420 1.010 -2.018
C 1.503 0.036 -0.862
C 0.481 -1.121 -0.912
H 0.443 1.502 -2.129
H 2.117 1.833 -1.851
H 1.634 0.522 -2.967
H 2.507 -0.387 -0.838
H 1.349 0.545 0.092
H 0.466 -1.538 0.089
H -0.462 -0.647 -1.170
H 0.684 -1.827 -1.713
C -1.282 -0.403 2.381
C -1.935 0.474 1.313
H -0.299 -0.760 2.052
H -1.131 0.166 3.292
H -1.849 -1.282 2.656
H -2.737 -0.006 0.762
H -1.235 0.613 0.482
H -2.142 1.470 1.685

- HOMO level: -0.41845 hartree
- LUMO: 1.2 eV
- Gap between HOMO and LUMO: 12.569 eV
- SMILES: CCC.CC


#B
A 2-piece molecular cluster, C5H14 overall. Source: the Open Molecules 2025 dataset; level of theory: wB97M-V/def2-TZVPD.

Cartesian coordinates (Å):
C -0.518 1.654 -0.979
C -0.854 1.006 0.372
C -1.926 1.777 1.199
H -0.138 2.665 -0.703
H 0.059 1.116 -1.706
H -1.485 1.885 -1.619
H -1.028 -0.088 0.440
H 0.066 1.201 0.941
H -2.989 1.638 0.980
H -1.745 1.427 2.210
H -1.715 2.862 1.143
C 1.410 -1.467 0.044
C 1.666 -2.829 -0.626
H 2.279 -0.992 0.555
H 1.160 -0.764 -0.775
H 0.527 -1.529 0.712
H 2.071 -2.795 -1.643
H 2.376 -3.323 0.077
H 0.785 -3.443 -0.622

- HOMO level: -0.40728 hartree
- LUMO: 1.1 eV
- Gap between HOMO and LUMO: 12.180 eV
- SMILES: CCC.CC


Most stable: #A. Least stable: #B.


#A
A 2-piece molecular cluster, C5H14 overall. Source: the Open Molecules 2025 dataset; level of theory: wB97M-V/def2-TZVPD.

Cartesian coordinates (Å):
C -1.162 -0.307 1.302
C -1.405 1.163 1.111
C -2.144 1.586 -0.196
H -0.842 -0.986 0.512
H -0.285 -0.461 1.969
H -2.074 -0.806 1.596
H -0.415 1.699 1.169
H -2.095 1.462 1.929
H -1.525 1.358 -1.018
H -2.374 2.643 -0.307
H -3.113 0.999 -0.416
C 1.500 -0.786 -0.616
C 2.850 -1.283 -1.210
H 1.491 0.304 -0.699
H 0.651 -1.085 -1.207
H 1.411 -1.216 0.391
H 3.628 -1.406 -0.580
H 2.594 -2.248 -1.737
H 3.308 -0.630 -1.993

- HOMO level: -0.40463 hartree
- LUMO: 1.1 eV
- Gap between HOMO and LUMO: 12.092 eV
- SMILES: CCC.CC


#B
A 2-piece molecular cluster, C5H14 overall. Source: the Open Molecules 2025 dataset; level of theory: wB97M-V/def2-TZVPD.

Cartesian coordinates (Å):
C 1.050 -1.231 0.038
C 1.594 -0.542 1.286
C 0.801 -0.929 2.559
H 0.887 -0.628 -0.849
H 1.807 -1.918 -0.375
H 0.207 -1.925 0.088
H 1.385 0.508 1.246
H 2.653 -0.755 1.315
H -0.040 -1.564 2.296
H 0.603 -0.095 3.225
H 1.414 -1.605 3.169
C -1.878 1.306 -2.449
C -1.218 1.389 -1.072
H -2.575 2.116 -2.656
H -1.075 1.378 -3.184
H -2.415 0.364 -2.539
H -0.612 0.508 -0.884
H -1.983 1.360 -0.289
H -0.606 2.262 -0.923

- HOMO level: -0.40690 hartree
- LUMO: 1.2 eV
- Gap between HOMO and LUMO: 12.233 eV
- SMILES: CCC.CC


#C
A 2-piece molecular cluster, C5H14 overall. Source: the Open Molecules 2025 dataset; level of theory: wB97M-V/def2-TZVPD.

Cartesian coordinates (Å):
C 1.768 -1.727 -0.664
C 0.718 -0.641 -0.929
C 1.110 0.308 -2.050
H 2.142 -1.502 0.357
H 1.514 -2.740 -0.729
H 2.697 -1.802 -1.187
H -0.135 -1.176 -1.281
H 0.640 -0.120 -0.035
H 0.923 -0.089 -3.081
H 0.297 1.052 -1.906
H 2.099 0.759 -1.789
C -1.965 1.664 1.463
C -1.489 0.256 1.835
H -2.943 1.951 2.054
H -1.286 2.315 1.684
H -2.285 1.750 0.470
H -1.817 -0.059 2.830
H -0.320 0.277 2.022
H -1.666 -0.475 0.936

- HOMO level: -0.40469 hartree
- LUMO: 1.1 eV
- Gap between HOMO and LUMO: 12.078 eV
- SMILES: CCC.CC


Most stable: #B. Least stable: #C.